Below is C3H5NO2 in the gas phase, with properties calculated with wB97M-V/def2-TZVPD.

The geometry in ORCA input format:
```
! RIJCOSX wB97M-V def2-TZVPD def2/J DEFGRID3
* xyz 0 1
C -1.57846 0.30727 -0.18733
C -0.56286 -0.77494 -0.41719
O -0.48960 -1.48272 -1.37292
O 0.32682 -0.94554 0.67018
C 1.44147 -0.18489 0.64438
N 1.68904 0.60838 -0.30631
H -1.93483 0.31705 0.84656
H -1.09633 1.26972 -0.39533
H -2.40935 0.16146 -0.88055
H 2.04561 -0.36605 1.54047
H 2.56849 1.09025 -0.14196
*
```

Values from the calculation:
Maximum force = 0.01388 hartree/bohr
HOMO energy = -10.63 eV
Frontier orbital gap = 11.50 eV
Lowest unoccupied orbital energy = 0.879 eV
Total energy = -8776.794 eV

Below is C9H6Br12ClF6NO4P as an isolated structure in a non-equilibrium geometry, with properties calculated with wB97M-V/def2-TZVPD.

The geometry in ORCA input format:
```
! RIJCOSX wB97M-V def2-TZVPD def2/J DEFGRID3
* xyz -1 1
O 1.14832 1.39460 -1.82950
C 0.11435 0.87683 -1.81180
O -1.00232 1.59991 -1.45897
C -0.12527 -0.59783 -2.24030
F -0.01699 -0.61168 -3.57479
F -1.38388 -0.92111 -1.99135
C 0.87019 -1.63784 -1.63895
F 1.90937 -1.08414 -1.04333
F 1.32451 -2.35054 -2.65539
C 0.22217 -2.62986 -0.65249
F -0.67918 -3.37730 -1.29768
F -0.36028 -1.95025 0.32477
C 1.23978 -3.64364 0.00687
O 0.90141 -3.99905 1.10452
N 2.29838 -4.05263 -0.66034
P 3.73719 -3.90710 0.16042
O 4.73087 -3.07195 -0.91581
Cl 3.48793 -2.48374 1.72850
H -1.40745 1.24303 -0.64511
H 4.49772 -2.13065 -0.86332
C 1.70962 -2.88194 5.54312
Br 1.25212 -3.35653 3.73815
Br 0.71083 -3.90997 6.84719
Br 3.61306 -3.00525 5.85779
H 1.43502 -1.84634 5.68619
C -4.71644 1.86844 -0.20771
Br -5.92625 0.99833 1.01974
Br -3.63744 3.20016 0.67867
Br -3.62406 0.60262 -1.16606
H -5.32390 2.38492 -0.93779
C 1.66881 2.49045 -5.82573
Br 2.51425 2.65259 -7.55696
Br -0.10489 3.25220 -5.82765
Br 1.65638 0.67564 -5.19119
H 2.26051 3.06838 -5.12942
C -2.92841 5.49264 4.56627
Br -2.09105 5.62773 2.83521
Br -4.68265 6.29583 4.57274
Br -2.97406 3.67082 5.19194
H -2.31828 6.05419 5.25957
*
```

Values from the calculation:
Maximum force = 0.06326 hartree/bohr
HOMO energy = -4.53 eV
Frontier orbital gap = 5.66 eV
Lowest unoccupied orbital energy = 1.135 eV
Total energy = -897737.409 eV

Below is C9H8BrNO2S in the gas phase in a non-equilibrium geometry, with properties calculated with wB97M-V/def2-TZVPD.

The geometry in ORCA input format:
```
! RIJCOSX wB97M-V def2-TZVPD def2/J DEFGRID3
* xyz 0 1
C 0.53919 -3.12272 1.47941
C -1.49893 -4.16317 2.30033
C -0.64892 -2.50827 1.18187
C -0.91671 -1.36391 0.30143
C -1.98030 -1.11063 -0.48678
C -1.77092 0.13138 -1.16901
C -0.40344 0.67023 -0.64168
C 0.51457 1.11621 -1.71960
C -0.74599 1.78032 0.36420
N -1.79290 -3.18342 1.60884
O -2.38781 0.79749 -1.95390
O 0.07015 -0.50547 0.16965
S 0.23924 -4.35273 2.60279
Br -3.50653 -2.08696 -0.68480
H 1.54552 -2.99361 1.09057
H -2.18037 -4.98016 2.70124
H 0.72900 2.16985 -1.48358
H 0.00985 1.06841 -2.64200
H 1.62020 0.72334 -1.55998
H -1.19881 1.32652 1.23953
H -1.32919 2.63154 0.06707
H 0.17838 2.11865 0.77002
*
```

Values from the calculation:
Maximum force = 0.09351 hartree/bohr
HOMO energy = -8.56 eV
Frontier orbital gap = 8.31 eV
Lowest unoccupied orbital energy = -0.253 eV
Total energy = -95923.925 eV

Below is C42H49HfN6O2S3Sb as an isolated structure, with properties calculated with wB97M-V/def2-TZVPD.

The geometry in ORCA input format:
```
! RIJCOSX wB97M-V def2-TZVPD def2/J DEFGRID3
* xyz -1 2
Hf -0.47369 0.33192 0.45130
C 1.89212 -5.33872 -1.99759
C 1.29148 -5.10257 -0.60883
C 0.36646 -3.92669 -0.59673
C -0.97469 -3.91492 -0.80032
C -1.90279 -5.07166 -0.98678
C -2.67727 -5.38868 0.29615
C -1.39090 -2.52257 -0.75781
N -0.33231 -1.71657 -0.50916
C 0.78329 -2.54871 -0.44397
C 2.07281 -2.13161 -0.34268
C 2.54553 -0.80907 -0.25461
C 3.90150 -0.43906 -0.23626
C 5.08008 -1.36009 -0.29851
C 5.45616 -1.89309 1.08803
C 3.92702 0.94643 -0.06317
C 2.59029 1.35060 0.00823
C 2.13119 2.70299 0.40047
C 0.90923 3.16656 -0.29061
N -0.15511 2.35053 -0.49661
C -1.14076 3.15281 -1.03887
C -2.43944 2.70467 -1.36494
C -2.92922 1.44149 -1.30230
N -2.22376 0.30367 -0.90012
C -3.04339 -0.75411 -1.13529
C -2.69123 -2.08737 -0.99742
C -4.33073 -0.29513 -1.63649
C -4.25655 1.05270 -1.73317
C -5.28670 1.99830 -2.26540
C -5.07224 2.30065 -3.75123
C -5.48432 -1.19174 -1.95446
C -6.19768 -1.68218 -0.69108
C -0.67042 4.46450 -1.19489
C 0.64612 4.47374 -0.71098
C 1.59632 5.63251 -0.66043
C 1.71443 6.28076 0.72155
C -1.45774 5.63169 -1.70126
C -2.23503 6.33036 -0.58200
N 1.73944 0.30751 -0.12087
C 5.12727 1.83919 0.02135
C 5.43668 2.53949 -1.30448
H 2.57255 -6.19274 -1.99533
H 2.44360 -4.45879 -2.33059
H 1.10287 -5.52822 -2.72674
H 2.09193 -4.94960 0.11876
H 0.75025 -5.99505 -0.28569
H -1.33788 -5.95197 -1.30369
H -2.60760 -4.85269 -1.79419
H -1.98932 -5.67432 1.09370
H -3.38664 -6.20478 0.14250
H -3.22708 -4.51073 0.63799
H 2.83254 -2.90491 -0.34427
H 5.93495 -0.83257 -0.73013
H 4.87565 -2.19902 -0.96930
H 5.67070 -1.06604 1.76746
H 6.33438 -2.54245 1.04621
H 4.62683 -2.46069 1.51506
H 2.92967 3.42294 0.22652
H -3.12123 3.46835 -1.71873
H -3.44568 -2.83498 -1.19661
H -5.26269 2.92752 -1.69193
H -6.28167 1.57246 -2.11797
H -4.08465 2.73205 -3.91659
H -5.82296 3.00115 -4.12231
H -5.13419 1.38433 -4.34035
H -5.13156 -2.04998 -2.53430
H -6.19449 -0.66196 -2.59395
H -5.50008 -2.19266 -0.02631
H -7.00966 -2.37033 -0.93543
H -6.61465 -0.83863 -0.13915
H 1.27610 6.38463 -1.38670
H 2.59035 5.30762 -0.98524
H 0.74124 6.62987 1.07096
H 2.39595 7.13435 0.69838
H 2.09011 5.56717 1.45688
H -2.15500 5.30742 -2.47869
H -0.78555 6.34820 -2.18166
H -2.91636 5.62957 -0.09654
H -2.81531 7.17352 -0.96463
H -1.55264 6.70209 0.18389
H 5.99606 1.25186 0.33105
H 4.97980 2.58818 0.80551
H 5.62252 1.80554 -2.09068
H 6.31312 3.18638 -1.21917
H 4.58860 3.14799 -1.62419
S -0.17803 3.95809 4.89965
Sb -0.27658 3.57333 2.66917
S -1.83581 1.89851 2.12048
S 1.94227 2.65156 2.26295
O -1.82448 -1.01621 1.72524
N -1.28131 -1.76432 2.58609
N -0.04787 -1.49867 2.77208
O 0.54331 -0.52689 2.10948
C 0.76410 -2.32625 3.59293
C 0.19236 -3.32952 4.36891
C 1.01728 -4.13079 5.13913
C 2.39240 -3.93468 5.13651
C 2.94339 -2.92819 4.35882
C 2.13471 -2.11408 3.58071
H -0.87788 -3.46953 4.35964
H 0.58127 -4.91282 5.74708
H 3.03080 -4.56475 5.74245
H 4.01405 -2.76868 4.35300
H 2.54169 -1.32472 2.96410
*
```

Values from the calculation:
Maximum force = 0.00830 hartree/bohr
HOMO energy (alpha / beta) = -3.59 / -3.59 eV
Frontier orbital gap (alpha / beta) = 5.39 / 4.37 eV
Lowest unoccupied orbital energy (alpha / beta) = 1.806 / 0.776 eV
Total energy = -97742.680 eV

Below is C6H9F2NO3 as an isolated structure in a non-equilibrium geometry, with properties calculated with wB97M-V/def2-TZVPD.

The geometry in ORCA input format:
```
! RIJCOSX wB97M-V def2-TZVPD def2/J DEFGRID3
* xyz 0 1
C 0.49527 -0.78048 2.34027
C 1.67656 0.61951 0.63333
C 1.19553 -0.86430 0.90421
C -0.60114 -0.27767 -0.57726
C 0.52662 1.25668 -0.09466
C -1.92235 0.39772 -2.32084
N 0.23286 -1.35223 -0.06931
O -0.82755 -1.17908 2.36757
O 1.07434 -0.30536 3.24011
O -0.81458 -0.33783 -1.88767
F 0.82275 1.91120 -1.24028
F -0.14483 2.09833 0.63069
H 1.92137 0.90046 1.65970
H 2.53625 0.55116 -0.02264
H 2.04983 -1.41892 1.14636
H -1.44041 -0.18428 0.05949
H -1.51736 1.24213 -2.90433
H -2.28996 1.03451 -1.51361
H -2.73645 -0.05311 -2.84225
H 0.69101 -1.69910 -0.90877
H -0.92777 -1.55932 1.39990
*
```

Values from the calculation:
Maximum force = 0.09915 hartree/bohr
HOMO energy = -9.16 eV
Frontier orbital gap = 9.84 eV
Lowest unoccupied orbital energy = 0.683 eV
Total energy = -19433.614 eV